Entry from the OMol25 dataset: the molecule C5H10N2SSi in a non-equilibrium geometry (wB97M-V/def2-TZVPD).

Positions of all 19 atoms, in Å:
C  -3.11361  1.44865  0.17128
C  -0.77894  0.82235  0.58319
C  0.63677  0.06393  -1.75792
C  0.89090  -2.00339  0.53665
C  2.04750  0.81201  1.17242
N  -1.76461  1.49249  0.54035
N  -3.77840  0.44831  -0.30177
Si  0.77795  -0.10968  0.05668
S  -3.43556  -1.06125  -0.44652
H  -3.51131  2.49499  0.07631
H  0.27185  -0.87325  -2.17767
H  0.03504  0.89805  -2.07630
H  1.58267  0.20589  -2.29064
H  1.99718  -2.22618  0.74432
H  0.40322  -2.45883  1.43548
H  0.88728  -2.65341  -0.32302
H  3.04913  0.50663  0.84735
H  1.85530  1.78623  1.01479
H  1.94765  0.40645  2.19503

Force components x, y, z for each atom (eV/Å):
C -1.3564 2.9202 -0.7295
C -2.5936 0.5723 -0.0796
C 1.0791 -0.1166 -1.0636
C 2.0205 0.2240 0.8112
C 0.2262 -4.6267 -0.7135
N 2.0987 -2.5934 -0.0887
N 0.0464 2.1255 0.7200
Si 0.6071 -1.5198 2.0229
S 1.2950 -1.9285 -0.0698
H 0.1210 -1.3861 0.3433
H -0.4682 0.0730 0.1259
H -0.5101 0.1621 -0.0055
H 0.2452 0.0420 0.3197
H -0.9763 0.9729 0.2384
H -0.0781 0.6683 -1.0408
H -1.2127 -0.2149 -0.5072
H -0.0532 0.3835 -0.0452
H -0.2159 3.6123 0.1342
H -0.2747 0.6298 -0.3720

* ΔE to the lowest compared entry with this formula, charge and spin: 1.236 eV
* DFT total energy: -993.60006 hartree
* total charge: 0
* multiplicity: 1
* HOMO energy: -7.1 eV
* LUMO level: -0.338 eV

Results of the natural (NBO) charge analysis, in e, for atoms 1 through 5: atom 1 (C): 0.03, atom 2 (C): 0.11, atom 3 (C): -1.14, atom 4 (C): -1.09, atom 5 (C): -1.05